The following is a DFT calculation (ωB97M-V/def2-TZVPD) of a single C3Cl2F4 molecule in a non-equilibrium geometry.

Last column: Mulliken charge in e.
Geometry (Å):
F1 1.703 -1.338 0.245  -0.1551
C1 0.076 0.582 -0.029  -0.1202
F2 -1.586 -0.236 -1.417  -0.2155
F3 2.510 0.748 0.463  -0.1740
C2 1.450 -0.034 0.265  0.4477
Cl1 -2.279 -0.012 1.028  -0.1382
C3 -1.012 -0.350 -0.190  0.6994
F4 -0.689 -1.659 -0.106  -0.2327
Cl2 -0.173 2.300 -0.259  -0.1114

## Properties
- charge = 0
- relative energy (zero: lowest compared OMol25 entry of this formula, charge and spin) (kcal per mole) = 15.6
- LUMO level (hartree) = -0.0017
- gap between HOMO and LUMO (eV) = 9.77



The following is a DFT calculation (ωB97M-V/def2-TZVPD) of a molecular structure, C3ClF5I2 in a non-equilibrium geometry.

Last column: Mulliken charge in e.
Geometry (Å):
F1 0.724 1.707 -0.042  -0.2467
F2 1.273 -1.843 1.066  -0.1588
C1 -0.094 0.681 -0.381  0.2344
F3 -1.137 0.646 1.678  -0.1901
F4 1.013 -1.686 -1.129  -0.1637
C2 1.486 -1.107 -0.015  0.2608
I1 3.376 -0.279 0.015  0.1823
C3 -1.386 0.585 0.383  0.2682
F5 -0.274 0.620 -1.693  -0.2120
Cl1 -2.525 1.901 0.184  -0.1216
I2 -2.457 -1.224 -0.066  0.1472

## Properties
- charge = 0
- relative energy (zero: lowest compared OMol25 entry of this formula, charge and spin) (kcal per mole) = 0.0
- LUMO level (alpha / beta) (hartree) = -0.0349 / -0.0349
- gap between HOMO and LUMO (alpha / beta) (eV) = 8.35 / 8.23



The following is a DFT calculation (ωB97M-V/def2-TZVPD) of 2 unconnected molecules or ions with the total composition C3ClN2O3 in a non-equilibrium geometry.

Last column: Mulliken charge in e.
Geometry (Å):
C1 -1.204 0.013 -0.354  0.3486
C2 -0.473 1.512 -0.222  0.6267
Cl1 -0.002 -1.022 2.287  -0.0913
O1 2.665 -0.691 -0.442  -0.6101
N1 -1.940 -0.863 -0.569  -0.5731
O2 0.341 1.616 -1.117  -0.5905
O3 -0.801 2.253 0.714  -0.6587
C3 0.633 -0.651 0.795  0.0552
N2 1.744 -0.699 0.344  0.4931

## Properties
- charge = -1
- relative energy (zero: lowest compared OMol25 entry of this formula, charge and spin) (kcal per mole) = 61.8
- LUMO level (hartree) = 0.1036
- gap between HOMO and LUMO (eV) = 8.36



The following is a DFT calculation (ωB97M-V/def2-TZVPD) of a molecular structure, C3CsLiO6 in a non-equilibrium geometry.

Last column: Mulliken charge in e.
Geometry (Å):
O1 2.870 -0.659 0.998  -0.6428
O2 0.563 -1.891 -0.046  -0.8801
O3 2.136 1.229 0.026  -0.6435
O4 -3.060 1.157 0.987  -0.3256
C1 -2.684 0.109 0.635  0.8330
Cs1 1.491 3.268 -1.538  0.9700
C2 2.039 0.029 0.409  0.3166
Li1 -1.190 -1.793 -0.981  0.9055
O5 -0.210 0.143 -0.455  -0.8627
O6 -2.679 -0.923 0.050  -0.4882
C3 0.724 -0.669 -0.086  0.8177

## Properties
- charge = 0
- relative energy (zero: lowest compared OMol25 entry of this formula, charge and spin) (kcal per mole) = 0.0
- LUMO level (hartree) = -0.0236
- gap between HOMO and LUMO (eV) = 6.72



The following is a DFT calculation (ωB97M-V/def2-TZVPD) of 2 unconnected molecules or ions with the total composition C3F6N2O3 in a non-equilibrium geometry.

Last column: Mulliken charge in e.
Geometry (Å):
N1 -2.318 -1.787 -1.152  0.9962
O1 -2.660 -2.918 -0.953  -0.5578
F1 -1.109 -2.018 0.868  -0.2057
F2 0.581 1.918 2.007  -0.1765
F3 0.427 2.284 -0.159  -0.1306
O2 -2.587 -1.065 -2.072  -0.5386
C1 0.920 1.533 0.792  0.4341
F4 3.213 1.299 1.342  -0.2240
O3 -1.094 0.800 -1.089  -0.4180
N2 -0.897 -0.046 -0.240  0.2024
F5 2.121 -0.490 0.888  -0.2052
F6 2.600 0.892 -0.692  -0.2301
C2 2.230 0.808 0.581  0.8727
C3 -1.428 -1.210 -0.123  0.1812

## Properties
- charge = 0
- relative energy (zero: lowest compared OMol25 entry of this formula, charge and spin) (kcal per mole) = 62.2
- LUMO level (alpha / beta) (hartree) = -0.1019 / -0.1019
- gap between HOMO and LUMO (alpha / beta) (eV) = 6.61 / 6.61



The following is a DFT calculation (ωB97M-V/def2-TZVPD) of a single C3F6N2O4 molecule in a non-equilibrium geometry.

Last column: Mulliken charge in e.
Geometry (Å):
O1 -2.180 -0.650 0.513  -0.5418
C1 -0.059 -0.002 -0.177  0.5784
F1 -0.253 0.447 -2.475  -0.2236
O2 -0.194 0.986 1.287  -0.2323
F2 1.156 -1.781 0.779  -0.2465
F3 -1.143 1.863 -1.134  -0.2342
F4 2.217 0.058 0.466  -0.2290
F5 0.997 1.773 -1.337  -0.2416
O3 -1.132 -1.864 -0.926  -0.5385
C2 1.284 -0.737 -0.037  0.7342
F6 1.708 -1.182 -1.213  -0.2315
N1 -1.270 -0.941 -0.186  0.9897
N2 -0.449 0.178 2.372  0.2537
O4 -0.573 0.798 3.364  -0.4106
C3 -0.111 1.051 -1.296  0.5736

## Properties
- charge = 0
- relative energy (zero: lowest compared OMol25 entry of this formula, charge and spin) (kcal per mole) = 6.7
- LUMO level (hartree) = -0.0431
- gap between HOMO and LUMO (eV) = 9.84



The following is a DFT calculation (ωB97M-V/def2-TZVPD) of a molecular structure, C3F6NO4S2Tm in a non-equilibrium geometry.

Last column: Mulliken charge in e.
Geometry (Å):
C1 2.282 -1.626 -1.327  0.8542
C2 -0.066 0.688 2.845  0.7357
F1 0.886 -0.232 2.792  -0.2350
F2 0.475 1.870 3.090  -0.2268
N1 0.232 1.224 0.322  -0.3235
F3 -1.015 0.283 -3.289  -0.2266
O1 3.107 -0.821 -1.008  -0.4341
S1 0.453 0.627 -1.133  0.2759
F4 -1.461 2.066 -2.163  -0.2038
O2 -2.018 1.820 1.460  -0.5939
F5 -0.901 0.389 3.834  -0.2215
O3 2.156 -2.836 -1.315  -0.5887
Tm1 -0.291 -4.094 -0.658  0.8254
F6 -2.170 0.163 -1.462  -0.2065
S2 -1.054 0.686 1.253  0.3598
C3 -1.170 0.777 -2.073  0.6700
O4 0.555 -0.984 -1.167  -0.4605

## Properties
- charge = 0
- relative energy (zero: lowest compared OMol25 entry of this formula, charge and spin) (kcal per mole) = 13.4
- 2S+1 = 3
- LUMO level (alpha / beta) (hartree) = -0.0308 / -0.0704
- gap between HOMO and LUMO (alpha / beta) (eV) = 6.64 / 7.02



The following is a DFT calculation (ωB97M-V/def2-TZVPD) of 2 unconnected molecules or ions with the total composition C3H10BF5O3PS in a non-equilibrium geometry.

Last column: Mulliken charge in e.
Geometry (Å):
H1 0.194 -0.483 1.014  0.3112
H2 2.285 -1.857 -0.487  0.3572
H3 2.430 -0.790 0.893  0.2348
H4 0.627 1.007 -1.303  0.4234
O1 -4.103 -2.507 -0.438  -0.5699
O2 -5.266 -0.845 -1.770  -0.5669
H5 -2.653 -0.037 -1.811  0.1563
O3 -1.232 1.009 -0.362  -0.5607
H6 -2.208 -0.839 0.529  0.1218
F1 5.351 2.259 0.667  -0.4014
H7 2.471 -0.117 -0.780  0.3532
B1 4.337 1.846 1.553  0.6095
S1 -4.538 -1.089 -0.511  0.8640
F2 4.571 0.511 1.951  -0.4230
H8 -3.408 1.233 0.083  0.0818
H9 -0.514 -0.195 -1.877  0.2928
F3 4.327 2.683 2.685  -0.3953
C1 0.477 -0.755 -0.008  -0.3464
F4 3.082 1.926 0.900  -0.3799
P1 -2.661 0.125 -0.403  0.4449
C2 2.023 -0.855 -0.117  -1.1608
H10 0.006 -1.716 -0.266  0.3660
C3 -0.142 0.309 -0.960  -0.5666
F5 -5.456 -0.822 0.819  -0.2462

## Properties
- charge = -1
- LUMO level (hartree) = 0.0707
- gap between HOMO and LUMO (eV) = 9.75



The following is a DFT calculation (ωB97M-V/def2-TZVPD) of a molecular structure, C3H10BrFeO3 in a non-equilibrium geometry.

Last column: Mulliken charge in e.
Geometry (Å):
H1 2.150 -3.396 -2.564  0.3046
H2 0.299 -1.757 -2.020  0.2399
H3 2.488 -1.052 0.018  0.3626
Br1 0.606 2.036 2.129  -0.0978
C1 1.458 -1.087 -0.338  -0.2470
H4 -2.136 1.655 -0.712  0.2319
C2 1.085 -2.182 -1.395  -0.3732
O1 2.294 -2.575 -2.088  -0.5184
C3 -2.738 2.164 0.041  -0.4711
Fe1 1.711 2.000 4.380  1.0210
O2 -2.641 1.472 1.243  -0.3960
H5 1.488 -0.162 -0.914  0.2538
H6 -1.695 1.543 1.393  0.1586
H7 0.696 -3.080 -0.914  0.3034
O3 0.528 -1.002 0.726  -0.4313
H8 -3.795 2.346 -0.153  0.2348
H9 0.516 -0.083 1.002  0.1629
H10 -2.316 3.161 0.167  0.2615

## Properties
- charge = +1
- relative energy (zero: lowest compared OMol25 entry of this formula, charge and spin) (kcal per mole) = 19.3
- 2S+1 = 5
- LUMO level (alpha / beta) (hartree) = -0.3092 / -0.3155
- gap between HOMO and LUMO (alpha / beta) (eV) = 3.97 / 3.80



The following is a DFT calculation (ωB97M-V/def2-TZVPD) of a single C3H10BrNSi molecule in a non-equilibrium geometry.

Last column: Mulliken charge in e.
Geometry (Å):
N1 -0.349 0.364 0.661  -0.1559
H1 1.731 -1.191 -0.230  0.2631
H2 1.106 -0.298 -1.545  0.2799
C1 -0.675 -0.829 1.372  -0.8445
H3 -3.072 0.786 -0.732  -0.1541
H4 2.624 0.093 -0.998  0.3651
C2 1.026 0.728 0.379  -0.5431
H5 0.148 -0.920 2.232  0.2861
C3 1.612 -0.185 -0.636  -0.9061
H6 1.055 1.772 0.126  0.2717
H7 1.592 0.550 1.375  0.3031
H8 -0.995 1.983 -1.475  -0.0901
Br1 -1.727 -1.169 -2.161  -0.2215
H9 -1.753 -0.644 1.721  0.2748
Si1 -1.612 0.725 -0.957  0.5367
H10 -0.710 -1.764 0.867  0.3349

## Properties
- charge = 0
- relative energy (zero: lowest compared OMol25 entry of this formula, charge and spin) (kcal per mole) = 8.6
- LUMO level (hartree) = 0.0258
- gap between HOMO and LUMO (eV) = 9.03



The following is a DFT calculation (ωB97M-V/def2-TZVPD) of a molecular structure, C3H10CaGaS in a non-equilibrium geometry.

Last column: Mulliken charge in e.
Geometry (Å):
C1 1.227 0.339 0.395  -0.8821
H1 1.838 2.251 -1.872  -0.2211
H2 -1.879 0.635 -2.303  0.0470
C2 0.502 -0.941 0.764  -0.4022
H3 0.290 -1.518 -0.130  0.3324
H4 -0.983 -1.555 2.197  0.4080
H5 1.195 -0.184 -2.520  -0.1882
C3 -0.804 -0.733 1.525  -0.7276
Ca1 -2.937 -0.160 -0.503  1.6575
Ga1 0.929 1.015 -1.502  0.4156
H6 1.121 -1.575 1.385  0.2761
H7 -1.635 -0.780 0.801  -0.4891
S1 -1.316 1.745 -1.782  -0.4565
H8 -0.878 0.219 2.027  0.4841
H9 2.284 0.127 0.396  0.3371
H10 1.045 1.116 1.122  0.4091

## Properties
- charge = +1
- LUMO level (hartree) = -0.2341
- gap between HOMO and LUMO (eV) = 5.24



The following is a DFT calculation (ωB97M-V/def2-TZVPD) of a molecular structure, C3H10Cl3N2O2W in a non-equilibrium geometry.

Last column: Mulliken charge in e.
Geometry (Å):
H1 -1.344 0.056 -3.672  0.2690
H2 0.078 1.732 2.154  0.3369
Cl1 -3.943 -1.254 2.241  -0.0772
H3 -0.328 -1.370 -4.169  0.2819
H4 2.310 2.184 -1.037  0.3531
Cl2 -2.405 -2.577 0.123  -0.1221
W1 1.373 0.227 0.523  0.9697
H5 1.579 2.384 2.177  0.3188
N1 1.070 1.505 2.194  -0.7332
O1 -1.780 0.637 1.629  -0.5796
H6 2.510 0.809 -1.907  0.2928
H7 0.327 -0.029 -3.187  -0.0247
H8 -0.889 -1.168 -2.503  0.0612
Cl3 -1.644 -2.863 2.977  -0.1172
C1 -0.568 -0.626 -3.401  -0.5729
C2 -2.336 -1.755 1.723  0.5888
O2 -0.131 -0.912 1.249  -0.5243
N2 2.624 1.211 -0.969  -0.8126
H9 3.626 1.243 -0.774  0.3840
C3 -1.372 -0.522 1.525  0.3692
H10 1.243 1.089 3.103  0.3386

## Properties
- charge = +1
- relative energy (zero: lowest compared OMol25 entry of this formula, charge and spin) (kcal per mole) = 5.8
- 2S+1 = 3
- LUMO level (alpha / beta) (hartree) = -0.1820 / -0.1601
- gap between HOMO and LUMO (alpha / beta) (eV) = 7.46 / 7.21



| no. | E (Ha) |
| --- | --- |
| 1 | -1434.0987 |
| 2 | -1669.0992 |
| 3 | -909.6785 |
| 4 | -593.5534 |
| 5 | -1048.4414 |
| 6 | -1123.7661 |
| 7 | -2950.6624 |
| 8 | -1610.0077 |
| 9 | -4183.3124 |
| 10 | -3038.5445 |
| 11 | -3120.5451 |
| 12 | -1827.6250 |